DFT (ωB97M-V/def2-TZVPD) results for a structure of composition C30H28Br2CrF5N6OS6.

The value obtained for the frontier orbital gap (spin up / spin down) is 5.23 / 5.27 eV. The HOMO energy (spin up / spin down) comes out at -3.29 / -3.33 eV. The calculation puts the relative energy (zero: lowest compared OMol25 entry of this formula, charge and spin) at 9.5 kJ/mol.

Geometry as ORCA input:
```
! RIJCOSX wB97M-V def2-TZVPD def2/J DEFGRID3
* xyz -1 5
Cr 0.32 -0.75 1.56
S -6.33 3.14 2.74
C -4.89 2.59 2.11
S -4.57 2.35 0.44
C -2.90 1.79 0.52
C -2.41 1.71 1.79
S -0.85 1.25 2.49
S -3.53 2.18 3.06
S -2.26 1.46 -1.07
S -2.13 -1.96 1.36
C -2.54 -2.06 -0.27
N -1.66 -1.90 -1.26
C -2.03 -1.81 -2.66
C -3.24 -2.68 -2.92
C -4.34 -2.29 -1.96
N -3.82 -2.34 -0.60
H -0.75 -1.54 -0.99
H -1.18 -2.13 -3.25
H -2.26 -0.77 -2.90
H -2.98 -3.74 -2.78
H -3.58 -2.55 -3.95
H -5.19 -2.98 -2.02
H -4.70 -1.28 -2.19
H -4.44 -2.43 0.18
C 1.60 3.54 -3.33
N 0.98 2.92 -2.18
N 0.95 1.54 -2.05
C 0.78 1.21 -0.73
O 0.62 0.03 -0.36
C 0.84 2.44 0.00
C 0.98 3.43 -0.92
C 1.08 4.90 -0.71
C 0.67 0.71 -3.16
C 1.38 -0.48 -3.31
C 1.13 -1.28 -4.41
C 0.19 -0.89 -5.37
C -0.53 0.29 -5.19
C -0.30 1.08 -4.08
H 1.83 2.78 -4.07
H 2.53 4.04 -3.05
H 0.92 4.26 -3.78
H 0.66 2.53 1.06
H 0.92 5.13 0.34
H 0.31 5.42 -1.29
H 2.06 5.28 -1.00
H 2.09 -0.78 -2.55
H 1.66 -2.21 -4.53
H 0.01 -1.51 -6.23
H -1.28 0.58 -5.91
H -0.89 1.98 -3.89
F 1.72 -2.49 -0.59
C 1.50 -2.52 0.80
F 2.82 -2.51 1.32
C 1.07 -3.97 1.03
F 2.05 -4.87 0.80
F 0.05 -4.31 0.23
F 0.68 -4.16 2.31
Br 5.00 1.84 -0.67
C 3.97 1.65 0.91
C 3.90 2.66 1.85
C 3.08 2.49 2.95
C 2.34 1.31 3.04
N 2.42 0.34 2.14
C 3.23 0.49 1.09
H 4.47 3.57 1.71
H 2.98 3.25 3.70
H 1.65 1.16 3.87
H 3.27 -0.33 0.38
Br 3.17 -3.22 6.11
C 1.54 -2.55 5.43
C 0.38 -2.62 6.19
C -0.78 -2.11 5.65
C -0.75 -1.55 4.38
N 0.37 -1.50 3.66
C 1.50 -2.00 4.17
H 0.40 -3.05 7.18
H -1.71 -2.13 6.20
H -1.62 -1.10 3.93
H 2.38 -1.96 3.54
*
```

DFT (ωB97M-V/def2-TZVPD) results for a structure of composition C30H28Br56IN2OP at a distorted geometry.

The value obtained for the frontier orbital gap is 6.99 eV. The HOMO energy comes out at -8.16 eV.

Geometry as ORCA input:
```
! RIJCOSX wB97M-V def2-TZVPD def2/J DEFGRID3
* xyz 0 1
C -2.45 0.40 2.86
C -2.59 0.84 1.37
Br -1.84 2.60 0.89
C -3.18 0.12 0.37
Br -3.36 0.77 -1.48
C -3.78 -1.27 0.72
C -5.25 -1.42 0.98
C -5.73 -2.76 1.33
P -7.59 -2.94 1.69
C -8.29 -1.27 2.18
O -7.63 -3.84 3.14
C -4.83 -3.96 1.39
N -5.42 -5.17 1.72
C -4.53 -6.18 1.74
I -5.30 -8.15 2.23
C -3.07 -6.01 1.44
N -2.45 -4.84 1.14
C -3.39 -3.81 1.13
C -2.89 -2.42 0.80
H -2.99 1.15 3.50
H -1.35 0.32 3.09
H -2.89 -0.61 3.07
H -5.91 -0.52 0.90
H -8.00 -1.02 3.25
H -9.42 -1.30 2.17
H -7.99 -0.43 1.51
H -7.98 -3.24 3.83
H -2.43 -6.95 1.47
H -1.79 -2.22 0.62
C 1.14 3.05 -1.58
Br 2.98 3.53 -1.20
Br 0.33 4.26 -2.87
Br 0.97 1.21 -2.13
H 0.58 3.16 -0.66
C -1.15 -1.90 -4.48
Br -1.38 -0.16 -5.31
Br 0.72 -2.38 -4.33
Br -2.06 -2.01 -2.78
H -1.61 -2.63 -5.14
C 5.97 1.25 -0.50
Br 5.99 -0.55 0.20
Br 7.02 2.46 0.59
Br 6.51 1.30 -2.36
H 4.94 1.60 -0.46
C 9.70 5.94 1.38
Br 9.74 4.14 2.09
Br 10.74 7.16 2.46
Br 10.24 5.99 -0.47
H 8.67 6.28 1.42
C -2.56 -9.71 -0.12
Br -2.72 -11.46 0.70
Br -1.38 -8.56 0.89
Br -2.04 -9.83 -1.98
H -3.55 -9.26 -0.09
C -8.99 1.93 -0.74
Br -9.48 3.57 0.16
Br -7.21 1.34 -0.24
Br -10.31 0.53 -0.47
H -8.97 2.14 -1.80
C 0.71 -6.08 -1.54
Br -1.05 -5.78 -2.26
Br 1.67 -7.45 -2.52
Br 1.74 -4.45 -1.43
H 0.59 -6.44 -0.52
C -1.87 -7.95 5.21
Br 0.00 -7.62 5.57
Br -2.56 -6.75 3.84
Br -2.20 -9.80 4.76
H -2.42 -7.74 6.13
C 8.50 8.17 -3.35
Br 8.92 7.73 -5.18
Br 8.57 10.07 -3.03
Br 6.80 7.41 -2.80
H 9.26 7.71 -2.72
C -6.90 4.10 -3.74
Br -8.48 5.19 -3.95
Br -5.97 4.48 -2.09
Br -7.30 2.21 -3.92
H -6.23 4.36 -4.55
C 4.58 -2.49 -5.84
Br 4.05 -0.85 -4.97
Br 6.44 -2.45 -6.37
Br 4.16 -4.04 -4.77
H 3.99 -2.57 -6.75
C -4.78 -6.76 8.81
Br -4.90 -8.52 9.59
Br -3.61 -5.60 9.82
Br -4.26 -6.85 6.95
H -5.77 -6.32 8.84
C 14.20 7.23 -0.95
Br 16.03 7.58 -1.47
Br 14.10 6.34 0.77
Br 13.11 8.83 -1.00
H 13.79 6.54 -1.68
C -1.25 -10.88 10.25
Br -0.67 -9.95 8.65
Br 0.24 -11.65 11.21
Br -2.32 -9.74 11.39
H -1.88 -11.70 9.93
C 10.59 10.78 3.84
Br 11.66 11.61 5.22
Br 8.90 11.69 3.59
Br 11.56 10.60 2.18
H 10.36 9.78 4.18
C -7.99 8.56 -1.62
Br -8.39 10.28 -0.83
Br -6.12 8.40 -2.09
Br -8.58 7.10 -0.50
H -8.55 8.50 -2.55
C 1.23 -2.20 -9.19
Br 1.86 -0.54 -8.41
Br 2.46 -3.66 -8.85
Br -0.57 -2.63 -8.62
H 1.20 -2.05 -10.26
C 5.05 9.54 -5.85
Br 5.48 9.10 -7.69
Br 5.13 11.45 -5.53
Br 3.36 8.79 -5.31
H 5.82 9.08 -5.23
*
```

DFT (ωB97M-V/def2-TZVPD) results for a structure of composition C30H28BrInN5O7.

The value obtained for the frontier orbital gap is 7.75 eV. The HOMO energy comes out at -5.32 eV. The calculation puts the relative energy (zero: lowest compared OMol25 entry of this formula, charge and spin) at 0.0 kJ/mol.

Geometry as ORCA input:
```
! RIJCOSX wB97M-V def2-TZVPD def2/J DEFGRID3
* xyz -1 1
In 0.39 -0.40 -0.42
O -0.72 -0.07 -2.22
C -1.67 -0.82 -2.67
C -2.77 -0.22 -3.34
C -3.80 -0.96 -3.84
C -3.81 -2.36 -3.73
C -2.75 -2.97 -3.11
C -1.68 -2.24 -2.57
C -0.59 -2.99 -1.99
N 0.39 -2.51 -1.33
C 1.39 -3.41 -0.79
C 2.68 -2.62 -0.61
N 2.36 -1.43 0.17
C 3.31 -0.82 0.78
C 3.20 0.41 1.52
C 4.40 1.02 1.92
C 4.41 2.21 2.60
C 3.18 2.81 2.91
C 1.99 2.23 2.55
C 1.94 1.01 1.83
O 0.80 0.49 1.52
H -2.76 0.86 -3.41
H -4.63 -0.46 -4.34
H -4.64 -2.94 -4.13
H -2.73 -4.05 -3.02
H -0.64 -4.08 -2.14
H 1.55 -4.27 -1.44
H 1.04 -3.76 0.19
H 3.05 -2.29 -1.59
H 3.44 -3.22 -0.12
H 4.32 -1.25 0.73
H 5.33 0.53 1.66
H 5.34 2.69 2.88
H 3.17 3.76 3.44
H 1.04 2.70 2.79
Br 4.58 5.51 0.41
C 4.58 4.09 -0.84
C 5.60 4.02 -1.78
N 5.67 3.05 -2.69
C 4.71 2.12 -2.67
C 3.65 2.12 -1.77
C 3.58 3.14 -0.83
C 2.63 1.01 -1.78
O 2.88 -0.03 -2.39
O 1.58 1.26 -1.09
H 6.38 4.77 -1.79
H 4.77 1.32 -3.40
H 2.77 3.16 -0.11
C -4.88 -0.85 -0.27
C -4.67 0.30 0.70
C -3.47 0.09 1.65
C -3.38 1.24 2.66
C -2.18 1.12 3.60
C -3.71 -1.20 2.41
O -4.65 -1.35 3.17
N -2.80 -2.20 2.20
C -1.66 -2.16 1.38
O -0.96 -3.16 1.33
N -1.43 -1.02 0.69
C -2.20 0.09 0.82
O -1.86 1.12 0.25
H -5.70 -0.63 -0.96
H -5.13 -1.78 0.25
H -3.99 -1.03 -0.88
H -5.56 0.44 1.32
H -4.48 1.23 0.16
H -4.31 1.26 3.23
H -3.31 2.17 2.08
H -2.25 0.22 4.21
H -2.14 1.97 4.28
H -1.25 1.08 3.04
H -2.94 -3.07 2.70
*
```